Computed, not measured: C29H43N2O2OsP2 as an isolated structure, with ωB97M-V/def2-TZVPD.

```
79
Properties=species:S:1:pos:R:3:forces:R:3
Os -0.554130 0.351120 -0.298566 -0.666 -0.047 -0.063
C -3.045706 2.216515 1.444840 0.024 -0.043 0.060
C -2.409362 0.908386 1.146126 0.084 0.080 0.058
C -1.314371 0.416459 1.891120 -0.185 -0.020 -0.138
C -0.816088 -0.889856 1.678374 0.134 0.087 -0.012
C 0.073538 -1.535638 2.691998 0.047 0.053 0.031
C -1.347122 -1.637165 0.588142 -0.083 -0.021 0.045
C -2.463373 -1.194713 -0.171086 -0.078 0.065 0.004
C -3.224021 -2.069906 -1.110249 0.070 -0.034 -0.006
C -2.876420 0.130177 0.048848 -0.026 -0.093 -0.156
H -4.091330 2.019977 1.704704 -0.006 0.004 -0.001
H -3.055197 2.863697 0.566694 -0.013 -0.006 -0.023
H -2.572260 2.724264 2.280810 -0.002 0.014 -0.017
H -0.919697 1.013449 2.701812 0.019 0.002 0.038
H -0.571643 -2.167941 3.310074 0.003 0.010 0.007
H 0.539173 -0.807119 3.350277 0.013 -0.009 -0.003
H 0.831130 -2.181695 2.260374 -0.007 -0.003 -0.015
H -0.974659 -2.642245 0.445587 -0.025 -0.002 -0.027
H -4.174162 -2.314189 -0.625468 0.011 -0.033 0.022
H -2.708977 -3.001134 -1.328972 -0.004 0.014 -0.012
H -3.467204 -1.557038 -2.039675 -0.029 0.023 0.008
H -3.662285 0.542167 -0.574889 -0.010 0.005 0.011
C 1.990222 -2.359227 -0.065421 -0.043 0.035 0.064
P 1.129462 -1.229677 -1.192885 0.456 -0.009 -0.340
C 2.530817 -0.138328 -1.659466 0.010 0.097 0.010
N 3.476905 -0.618574 -2.428403 -0.183 -0.026 0.082
C 4.561440 0.152383 -2.642939 0.189 -0.133 -0.159
C 5.597678 -0.308821 -3.490425 0.146 0.126 -0.018
C 6.697902 0.480069 -3.696545 -0.273 -0.324 -0.010
C 6.818360 1.743535 -3.068943 -0.202 0.229 0.237
C 5.838899 2.213802 -2.236957 0.062 -0.102 -0.103
C 4.684893 1.423592 -2.006713 0.261 0.203 -0.028
N 3.727756 1.860843 -1.166588 -0.214 -0.029 0.039
C 2.665843 1.103812 -1.010147 -0.059 -0.074 -0.016
P 1.426043 1.559163 0.234745 0.448 0.259 0.063
C 2.163825 0.985089 1.788772 -0.004 -0.022 0.017
C 1.359983 3.419495 0.385354 -0.169 0.032 -0.016
C 2.655967 3.915087 1.052309 0.083 -0.053 0.007
C 0.184301 3.793646 1.293570 0.065 0.008 0.029
C 1.235516 4.079386 -0.993616 0.017 0.054 0.019
C 0.557144 -2.366389 -2.606766 -0.089 -0.051 0.066
C -0.564892 -1.790381 -3.467896 0.021 0.016 -0.025
C 0.117489 -3.702602 -1.982922 -0.013 -0.037 0.006
C 1.743221 -2.678136 -3.535452 0.034 0.027 0.032
H 2.732874 -2.864040 -0.689334 -0.002 0.007 -0.003
H 1.345955 -3.113829 0.377335 -0.001 -0.014 -0.009
H 2.528957 -1.815118 0.706950 -0.002 0.012 -0.012
H 5.493950 -1.277543 -3.960436 -0.003 0.014 0.005
H 7.492032 0.136115 -4.345668 -0.005 -0.002 0.004
H 7.702092 2.340343 -3.250641 -0.003 0.000 0.002
H 5.918793 3.174879 -1.746989 -0.004 -0.015 0.000
H 3.187252 1.358315 1.840058 -0.026 -0.009 -0.035
H 2.193949 -0.099677 1.830325 -0.028 -0.009 0.008
H 1.613988 1.368393 2.648988 0.000 -0.001 0.000
H 2.822404 3.486064 2.039382 -0.020 0.033 -0.007
H 2.541845 4.990863 1.196098 -0.001 0.005 -0.037
H 3.528075 3.743715 0.426755 0.000 -0.018 0.041
H 0.311218 3.400250 2.305768 -0.011 -0.004 0.001
H -0.770788 3.476363 0.890428 -0.085 -0.013 -0.056
H 0.154433 4.880764 1.383183 0.014 -0.002 0.012
H 1.987936 3.716093 -1.692589 0.011 0.004 -0.008
H 1.410084 5.149002 -0.866719 0.000 -0.001 0.002
H 0.244298 3.973763 -1.424343 0.019 0.020 0.034
H -1.455944 -1.536853 -2.899745 -0.012 0.021 0.017
H -0.839559 -2.558186 -4.192821 -0.013 -0.001 0.019
H -0.241723 -0.914984 -4.022319 0.006 -0.002 -0.020
H -0.635920 -3.625832 -1.200004 -0.016 0.042 -0.047
H 0.959718 -4.272679 -1.594569 -0.013 -0.003 0.000
H -0.326177 -4.296810 -2.782768 0.017 -0.018 0.010
H 2.042840 -1.818748 -4.127468 0.008 0.008 0.007
H 1.389566 -3.455525 -4.216199 -0.002 -0.001 0.003
H 2.616145 -3.064566 -3.014032 -0.001 -0.001 -0.006
C -1.257550 2.795341 -3.385379 0.019 -0.001 0.025
C -0.967115 1.912820 -2.241303 -0.154 -0.202 -0.170
O -1.256799 2.201200 -1.028034 0.503 -0.153 0.306
O -0.435458 0.760138 -2.352309 -0.010 0.038 0.143
H -1.653333 3.747813 -3.042457 -0.006 0.007 -0.007
H -1.983118 2.306216 -4.039281 0.005 -0.007 0.006
H -0.346975 2.949611 -3.966550 0.006 -0.004 0.006
```
Forces are in eV/Å.

Energy relative to the best compared isomer or geometry (same formula, charge and spin) = 0.0 kJ/mol
F_max = 0.67 eV/A
Charge = +3

=====

Computed, not measured: C29H44AuBrN2O3SSbSi3 as an isolated structure at a distorted geometry, with ωB97M-V/def2-TZVPD.

```
85
Properties=species:S:1:pos:R:3:forces:R:3
Au 0.923811 0.211875 -0.547832 -1.391 -1.507 -1.132
Br 7.627811 -3.943925 -0.906432 -0.203 0.138 0.047
C 6.242911 -2.627325 -0.808032 0.019 -0.042 -0.018
C 5.144511 -2.728625 -1.649232 0.569 -0.148 0.042
C 4.187411 -1.743325 -1.610132 -0.215 0.755 0.238
C 4.287511 -0.646625 -0.734232 1.869 -1.479 0.240
C 5.384311 -0.616625 0.155668 -0.680 0.233 -0.261
C 6.361011 -1.586525 0.102968 0.231 -0.307 0.075
N 3.342311 0.319275 -0.824332 0.068 3.952 -0.068
C 3.585211 1.568175 -0.458232 1.587 -4.432 -0.543
C 2.644911 2.573175 -0.695732 -2.654 2.709 -0.952
C 2.984311 3.942175 -0.548032 0.454 -1.578 0.127
C 2.125011 4.911975 -0.971532 -1.314 0.255 -0.608
C 0.899311 4.523175 -1.549432 1.116 0.512 0.524
C 0.602011 3.179175 -1.596332 -0.559 -0.144 -0.506
N 1.412911 2.223175 -1.177932 1.461 0.484 0.511
H 5.040811 -3.568325 -2.322332 0.020 0.055 -0.006
H 3.338811 -1.780825 -2.270332 -0.216 -0.056 -0.091
H 5.440711 0.167275 0.898768 0.047 0.013 0.048
H 7.207811 -1.545325 0.777668 -0.046 -0.029 -0.046
H 4.564511 1.880275 -0.097132 0.006 -0.013 0.060
H 3.946411 4.179975 -0.117732 0.068 0.067 0.028
H 2.380511 5.960575 -0.885932 0.006 -0.021 0.027
H 0.209611 5.257275 -1.936132 -0.099 -0.007 0.012
H -0.342389 2.845875 -2.023332 0.118 -0.011 0.239
C -4.643089 3.605375 -0.846832 0.147 -0.580 -0.135
Si -4.487389 1.712375 -1.145632 -0.634 0.242 -0.162
C -4.546089 1.398875 -3.040332 0.206 0.141 0.586
C -6.172689 0.985975 -0.534032 0.727 0.114 -0.023
Sb -2.084189 1.028875 -0.334732 -0.854 0.065 -0.207
Si -2.381489 -1.516625 -0.553032 0.090 -0.725 0.461
C -3.893789 -2.353625 0.291968 0.386 0.600 -0.232
C -0.893189 -2.147425 0.471068 -0.441 -0.026 -0.451
C -2.552189 -2.012325 -2.401132 0.273 0.403 0.537
Si -2.382989 1.670075 2.159468 -0.453 -0.016 0.541
C -1.870389 3.508975 2.210768 0.001 -0.585 -0.085
C -1.374789 0.582775 3.339568 -0.138 0.337 -0.461
C -4.214189 1.608675 2.758768 0.663 -0.027 -0.381
H -5.482789 4.045575 -1.378332 -0.206 -0.004 -0.145
H -3.739689 4.118575 -1.164232 0.190 0.094 -0.068
H -4.779089 3.810875 0.211268 -0.006 0.004 0.225
H -5.353889 1.941875 -3.522532 -0.232 0.165 0.010
H -4.695789 0.343475 -3.243832 -0.006 -0.264 -0.002
H -3.616889 1.692675 -3.517732 0.222 0.060 -0.096
H -6.986489 1.301075 -1.184732 -0.037 0.142 -0.189
H -6.410889 1.314575 0.473468 0.024 0.041 0.204
H -6.158689 -0.100325 -0.532532 0.029 -0.193 0.009
H -3.978689 -2.031625 1.324868 -0.013 0.070 0.243
H -3.799489 -3.435725 0.288568 0.180 -0.224 -0.070
H -4.823689 -2.107625 -0.208232 -0.232 0.103 -0.132
H -1.142889 -1.836325 1.488668 -0.223 0.064 0.095
H 1.058411 -1.624225 1.159068 -0.080 -0.159 -0.022
H -0.914789 -3.244425 0.475668 -0.257 -0.158 0.097
H -3.577889 -1.870325 -2.728432 -0.245 0.084 0.036
H -2.291189 -3.050125 -2.586232 0.103 -0.218 0.129
H -1.923189 -1.389925 -3.029332 0.179 0.107 -0.144
H -0.804589 3.591475 2.023768 0.263 -0.019 -0.053
H -2.078489 3.977475 3.169268 -0.083 -0.037 0.234
H -2.389389 4.078475 1.442468 -0.128 0.011 -0.139
H -0.342489 0.573775 3.006068 0.155 -0.036 -0.054
H -1.738989 -0.440725 3.354568 -0.174 -0.158 -0.042
H -1.392989 0.964375 4.357068 -0.133 0.169 0.184
H -4.815289 2.360875 2.260968 -0.153 0.197 -0.180
H -4.267489 1.799375 3.826568 0.097 0.069 0.272
H -4.672089 0.642975 2.572468 -0.044 -0.238 -0.076
C 2.971311 -0.976325 3.845468 0.191 -0.018 0.847
S 2.539411 1.055075 2.108068 -1.494 -0.120 0.763
O 2.599211 -0.662725 2.550968 -0.342 0.905 -1.177
O 2.645111 1.736475 3.401368 0.362 0.137 0.163
O 1.127711 1.188575 1.585068 1.590 0.266 1.310
H 3.940311 -1.493625 3.852268 -0.040 -0.016 0.049
H 2.216911 -1.630325 4.304268 0.091 0.040 -0.039
H 3.045611 -0.060425 4.445968 0.032 -0.229 0.090
C 0.546611 -1.714625 0.198368 -0.017 0.617 -0.130
C 1.245111 -2.753725 -0.589332 0.032 -0.092 0.189
C 2.168211 -3.584225 0.047968 -0.103 -0.067 -0.036
C 2.756811 -4.638525 -0.620632 0.008 -0.200 -0.056
C 2.453011 -4.874525 -1.950332 0.181 -0.179 -0.105
C 1.554511 -4.046025 -2.604932 -0.074 -0.070 -0.118
C 0.944311 -3.007725 -1.925932 -0.027 -0.098 -0.092
H 2.396611 -3.405925 1.089068 0.048 0.084 0.111
H 3.446111 -5.291425 -0.105132 0.142 -0.043 0.073
H 2.915111 -5.697725 -2.477732 0.054 -0.071 -0.046
H 1.335411 -4.225725 -3.650632 -0.087 0.025 -0.033
H 0.226411 -2.370625 -2.423432 0.029 0.114 -0.070
```
Forces are in eV/Å.

Energy relative to the best compared isomer or geometry (same formula, charge and spin) = 211.1 kJ/mol
F_max = 4.74 eV/A
Charge = -1

=====

Number 1: HOMO-LUMO gap 5.850 eV, molar mass 703.85 g mol⁻¹, HOMO level -16.568 eV. Number 2: HOMO-LUMO gap 4.626 eV, molar mass 983.64 g mol⁻¹, HOMO level -3.323 eV.